No. 1
C23H31N3O4S | ωB97M-V with the def2-TZVPD basis set

Atoms and positions in Å:
C1 4.787 5.284 0.540
O1 3.402 5.256 0.309
C2 2.842 4.093 -0.138
C3 1.466 4.125 -0.371
C4 0.800 3.006 -0.814
C5 1.482 1.808 -1.056
N1 0.761 0.679 -1.439
C6 1.325 -0.641 -1.312
C7 0.180 -1.630 -1.047
N2 -0.779 -1.580 -2.124
C8 -1.290 -2.600 -2.856
O2 -2.069 -2.391 -3.769
C9 -0.932 -4.027 -2.472
C10 -2.033 -4.580 -1.543
C11 -2.242 -3.673 -0.365
C12 -1.531 -3.852 0.818
C13 -1.658 -2.949 1.860
C14 -2.491 -1.858 1.709
S1 -2.615 -0.660 3.027
O3 -3.374 0.462 2.547
O4 -3.034 -1.303 4.237
N3 -1.003 -0.278 3.247
C15 -0.401 0.669 2.324
C16 1.110 0.450 2.307
C17 -0.748 2.117 2.659
C18 -3.230 -1.677 0.556
C19 -3.110 -2.591 -0.477
C20 -1.296 -0.239 -2.330
C21 -0.151 0.743 -2.560
C22 2.855 1.788 -0.828
C23 3.528 2.909 -0.369
H1 5.010 6.295 0.877
H2 5.353 5.076 -0.374
H3 5.081 4.571 1.318
H4 0.937 5.046 -0.185
H5 -0.268 3.052 -0.959
H6 2.007 -0.669 -0.463
H7 1.867 -0.948 -2.223
H8 0.589 -2.630 -0.925
H9 -0.317 -1.342 -0.112
H10 0.044 -4.112 -2.000
H11 -0.925 -4.616 -3.390
H12 -2.957 -4.651 -2.117
H13 -1.748 -5.581 -1.213
H14 -0.872 -4.702 0.921
H15 -1.116 -3.068 2.785
H16 -0.816 -0.073 4.217
H17 -0.819 0.421 1.342
H18 1.532 0.700 3.278
H19 1.336 -0.591 2.091
H20 1.567 1.083 1.552
H21 -1.828 2.241 2.658
H22 -0.362 2.379 3.642
H23 -0.308 2.783 1.921
H24 -3.882 -0.821 0.488
H25 -3.680 -2.457 -1.384
H26 -1.963 -0.268 -3.193
H27 -1.860 0.060 -1.438
H28 -0.544 1.752 -2.667
H29 0.371 0.474 -3.494
H30 3.427 0.892 -1.016
H31 4.592 2.841 -0.207

Forces on atoms 1 to 3 (eV/Å):
0.2 0.0 0.0
-0.3 -0.1 -0.1
0.0 -0.1 0.0

For the energy relative to the best compared isomer or geometry (same formula, charge and spin), the calculation gives 45.0 kcal per mole. The value obtained for the LUMO energy is 0.51 eV. Its total energy is -47849.925 eV. Its net charge is 0. The HOMO-LUMO gap is 8.250 eV. As for the maximum force: 0.97 eV Å⁻¹.


No. 2
C4H9NO | ωB97M-V with the def2-TZVPD basis set

Atoms and positions in Å:
C1 1.200 -0.897 1.087
C2 1.113 0.311 0.166
N1 0.527 0.014 -1.156
C3 -0.671 0.205 -1.662
C4 -1.687 0.704 -0.647
O1 -1.732 0.014 0.604
H1 1.681 -0.610 2.028
H2 0.195 -1.260 1.311
H3 1.785 -1.708 0.640
H4 2.116 0.712 -0.026
H5 1.214 -0.324 -1.822
H6 0.523 1.102 0.633
H7 -2.684 0.693 -1.105
H8 -1.470 1.755 -0.405
H9 -1.993 -0.894 0.403

Forces on atoms 1 to 3 (eV/Å):
0.0 -0.1 0.0
0.0 0.1 0.1
-0.2 0.0 -0.3

For the energy relative to the best compared isomer or geometry (same formula, charge and spin), the calculation gives 73.9 kcal per mole. The value obtained for the LUMO energy is 0.95 eV. Its total energy is -7829.116 eV. Its net charge is 0. The HOMO-LUMO gap is 8.900 eV. As for the maximum force: 0.53 eV Å⁻¹.


No. 3
C9H9NO3 | ωB97M-V with the def2-TZVPD basis set

Atoms and positions in Å:
C1 3.132 -0.068 -0.730
C2 1.777 -0.690 -0.412
C3 0.800 0.041 0.095
C4 -0.626 -0.148 -0.030
C5 -1.326 -1.395 -0.037
C6 -2.766 -1.368 -0.174
C7 -3.603 -0.179 -0.163
C8 -2.984 0.949 -0.078
C9 -1.499 0.894 -0.262
H1 2.265 0.538 2.112
H2 4.830 0.746 0.260
H3 1.719 -1.747 -0.813
H4 0.855 1.338 0.337
H5 -1.139 -2.527 0.250
H6 -3.072 -2.409 0.079
H7 -4.712 -0.222 0.113
H8 -3.506 2.002 0.021
H9 0.144 1.792 -0.099
N1 3.715 0.662 0.283
O1 3.400 -0.190 1.587
O2 3.527 -0.210 -1.920
O3 -0.932 2.192 -0.419

Forces on atoms 1 to 3 (eV/Å):
-0.1 -1.4 -3.6
1.7 -0.3 -0.5
-1.5 2.9 -0.7

For the energy relative to the best compared isomer or geometry (same formula, charge and spin), the calculation gives 195.9 kcal per mole. The value obtained for the LUMO energy is -0.89 eV. Its total energy is -17101.866 eV. Its net charge is 0. The HOMO-LUMO gap is 7.473 eV. As for the maximum force: 6.26 eV Å⁻¹.


No. 4
C48H72BBrN9OS3W | ωB97M-V with the def2-TZVPD basis set

Atoms and positions in Å:
W1 0.181 0.962 0.767
C1 -4.785 3.342 0.123
C2 -4.098 2.502 -0.900
C3 -4.670 2.145 -2.096
C4 -3.989 1.319 -3.017
N1 -2.778 0.871 -2.745
N2 -2.223 1.240 -1.599
B1 -0.906 0.542 -1.248
N3 0.025 0.442 -2.440
N4 -0.250 -0.442 -3.405
C5 0.560 -0.473 -4.436
C6 1.653 0.430 -4.534
C7 1.950 1.311 -3.528
C8 3.117 2.241 -3.548
C9 1.080 1.244 -2.416
S1 1.402 2.064 -0.893
C10 0.318 -1.517 -5.507
C11 0.080 -0.798 -6.844
C12 -0.894 -2.379 -5.165
C13 1.568 -2.402 -5.606
N5 -1.130 -0.616 -0.302
N6 -2.450 -0.718 0.187
C14 -2.976 -1.893 0.204
C15 -2.279 -3.071 -0.275
C16 -0.981 -3.032 -0.633
C17 -0.213 -4.232 -1.085
C18 -0.313 -1.747 -0.521
S2 1.291 -1.458 -0.626
C19 -4.383 -2.034 0.750
C20 -4.316 -2.969 1.967
C21 -4.944 -0.679 1.175
C22 -5.281 -2.640 -0.336
C23 -2.801 2.000 -0.682
S3 -1.815 2.332 0.712
C24 -4.581 0.850 -4.336
C25 -4.848 -0.656 -4.208
C26 -3.567 1.108 -5.456
C27 -5.888 1.576 -4.656
H1 -5.728 3.723 -0.260
H2 -4.163 4.187 0.421
H3 -4.987 2.748 1.017
H4 -5.662 2.499 -2.339
H5 2.284 0.387 -5.412
H6 3.673 2.137 -4.476
H7 3.792 2.032 -2.715
H8 2.788 3.277 -3.457
H9 -0.786 -0.137 -6.795
H10 -0.108 -1.539 -7.621
H11 0.944 -0.213 -7.160
H12 -1.805 -1.785 -5.101
H13 -0.763 -2.900 -4.216
H14 -1.029 -3.127 -5.945
H15 2.450 -1.845 -5.924
H16 1.397 -3.183 -6.347
H17 1.790 -2.887 -4.654
H18 -2.827 -4.002 -0.307
H19 -0.374 -5.065 -0.401
H20 0.854 -4.036 -1.141
H21 -0.560 -4.538 -2.073
H22 -3.666 -2.562 2.744
H23 -3.964 -3.968 1.710
H24 -5.314 -3.077 2.392
H25 -4.333 -0.216 1.951
H26 -5.950 -0.817 1.571
H27 -5.006 0.009 0.330
H28 -4.955 -3.630 -0.655
H29 -5.327 -1.994 -1.214
H30 -6.293 -2.748 0.056
H31 -3.928 -1.202 -3.994
H32 -5.262 -1.033 -5.143
H33 -5.572 -0.865 -3.418
H34 -2.608 0.641 -5.231
H35 -3.409 2.176 -5.614
H36 -3.944 0.685 -6.387
H37 -6.676 1.343 -3.938
H38 -6.244 1.256 -5.633
H39 -5.756 2.659 -4.698
C28 4.976 -4.811 3.497
C29 4.172 -3.985 4.509
C30 5.120 -3.406 5.568
C31 3.164 -4.896 5.210
C32 3.481 -2.851 3.758
C33 2.103 -2.815 3.563
C34 1.550 -1.764 2.861
Br1 -0.340 -1.703 2.713
C35 2.325 -0.737 2.321
O1 1.660 0.247 1.641
C36 3.713 -0.731 2.504
C37 4.231 -1.809 3.225
C38 4.699 0.358 2.063
C39 5.148 1.122 3.316
C40 5.918 -0.291 1.390
C41 4.127 1.363 1.064
H40 5.497 -5.622 4.008
H41 5.725 -4.204 2.988
H42 4.325 -5.254 2.741
H43 5.539 -4.216 6.164
H44 4.597 -2.728 6.244
H45 5.960 -2.870 5.125
H46 3.701 -5.661 5.771
H47 2.519 -5.417 4.501
H48 2.540 -4.349 5.918
H49 1.461 -3.583 3.966
H50 5.299 -1.827 3.384
H51 5.605 0.458 4.049
H52 4.301 1.620 3.796
H53 5.883 1.881 3.046
H54 6.509 -0.894 2.075
H55 6.577 0.489 1.007
H56 5.619 -0.924 0.553
H57 3.316 1.957 1.488
H58 3.766 0.864 0.162
H59 4.920 2.051 0.768
C42 1.831 6.175 2.349
C43 1.077 5.809 1.090
N7 0.728 4.390 1.160
C44 0.488 3.733 2.295
N8 0.240 2.390 2.245
C45 -0.149 1.717 3.499
C46 -0.854 2.666 4.445
C47 0.086 3.813 4.720
N9 0.529 4.394 3.451
C48 0.979 5.794 3.540
H60 2.041 7.242 2.375
H61 2.786 5.646 2.379
H62 1.684 5.952 0.198
H63 0.171 6.411 0.986
H64 0.603 3.890 0.296
H65 0.732 1.268 3.971
H66 -0.828 0.897 3.245
H67 -1.104 2.150 5.371
H68 -1.783 3.028 3.999
H69 0.957 3.486 5.295
H70 -0.402 4.610 5.281
H71 1.539 5.884 4.471
H72 0.098 6.436 3.619

Forces on atoms 1 to 3 (eV/Å):
0.4 0.4 0.0
0.0 0.0 0.0
0.1 -0.1 -0.1

For the energy relative to the best compared isomer or geometry (same formula, charge and spin), the calculation gives 38.5 kcal per mole. The value obtained for the LUMO energy (alpha / beta) is -9.42 / -9.41 eV. Its total energy is -171434.528 eV. Its net charge is +3. The HOMO-LUMO gap (alpha / beta) is 5.519 / 5.521 eV. As for the maximum force: 0.60 eV Å⁻¹.


No. 5
C8H15N3OS | ωB97M-V with the def2-TZVPD basis set

Atoms and positions in Å:
C1 -3.253 -0.885 0.411
C2 -1.922 -1.328 1.127
C3 -2.791 0.033 -0.723
C4 -1.153 -2.214 0.199
C5 -0.068 1.216 -0.802
C6 3.098 1.291 -1.013
C7 2.886 -0.122 1.154
C8 2.183 0.935 0.191
N1 -0.026 -1.902 -0.362
N2 0.898 -0.988 -0.365
N3 0.845 0.369 -0.280
O1 -2.307 2.616 -0.890
S1 -1.741 1.434 -0.142
H1 -3.693 -1.786 -0.123
H2 -3.987 -0.411 1.076
H3 -1.207 -0.461 1.351
H4 -2.254 -2.015 2.072
H5 -2.185 -0.589 -1.484
H6 -3.648 0.596 -1.143
H7 -1.423 -3.187 -0.139
H8 0.393 2.171 -1.103
H9 2.761 2.273 -1.624
H10 4.025 1.564 -0.454
H11 3.258 0.530 -1.757
H12 2.289 -0.591 1.881
H13 3.653 0.440 1.699
H14 3.378 -0.866 0.531
H15 1.992 1.878 0.713

Forces on atoms 1 to 3 (eV/Å):
1.3 -0.5 -0.8
-0.9 -1.8 1.7
0.4 -0.5 -1.0

For the energy relative to the best compared isomer or geometry (same formula, charge and spin), the calculation gives 136.8 kcal per mole. The value obtained for the LUMO energy (alpha / beta) is -0.27 / -0.38 eV. Its total energy is -25885.515 eV. Its net charge is 0. The HOMO-LUMO gap (alpha / beta) is 7.270 / 7.314 eV. As for the maximum force: 2.91 eV Å⁻¹.


No. 6
C5H15N5O10 | ωB97M-V with the def2-TZVPD basis set

Atoms and positions in Å:
C1 11.468 -6.982 -8.090
N1 12.863 -7.369 -7.858
O1 13.662 -6.521 -7.481
O2 13.207 -8.486 -8.108
H1 11.096 -7.520 -8.961
H2 11.490 -5.897 -8.197
H3 10.810 -7.242 -7.261
C2 15.282 -16.807 0.996
N2 16.175 -17.985 0.850
O3 15.833 -18.837 -0.027
O4 17.267 -18.097 1.415
H4 14.524 -17.073 1.733
H5 14.665 -16.643 0.113
H6 15.787 -15.936 1.413
C3 15.594 -12.511 -5.742
N3 15.797 -13.016 -4.385
O5 14.790 -13.512 -3.923
O6 16.899 -12.904 -3.826
H7 16.425 -12.760 -6.402
H8 15.654 -11.424 -5.700
H9 14.705 -12.983 -6.163
C4 20.079 -8.686 -6.788
N4 20.560 -8.559 -5.395
O7 19.917 -7.802 -4.716
O8 21.564 -9.203 -5.087
H10 19.002 -8.546 -6.887
H11 20.474 -9.608 -7.214
H12 20.567 -7.818 -7.230
C5 21.802 -12.266 -1.101
N5 22.237 -13.523 -0.325
O9 22.875 -14.406 -0.848
O10 22.015 -13.580 0.833
H13 20.780 -12.065 -0.779
H14 22.033 -12.606 -2.111
H15 22.513 -11.474 -0.867

Forces on atoms 1 to 3 (eV/Å):
-0.8 0.6 -0.2
1.4 1.0 0.4
-0.9 0.3 0.1

For the energy relative to the best compared isomer or geometry (same formula, charge and spin), the calculation gives 34.3 kcal per mole. The value obtained for the LUMO energy is -0.09 eV. Its total energy is -33338.296 eV. Its net charge is 0. The HOMO-LUMO gap is 10.470 eV. As for the maximum force: 4.19 eV Å⁻¹.